P.
# CH2N4S

One molecule with the formula CH2N4S (wB97M-V/def2-TZVPD, the OMol25 dataset).

Calculated values
- HOMO (hartree) = -0.3435

```
8
CH2N4S wB97M-V/def2-TZVPD
S -0.00534 -1.41738 -0.15388
N 2.09807 1.47929 0.34384
N -0.46044 -0.63657 1.18420
N 1.29024 -0.27076 -0.85470
N 1.73343 0.64003 -0.28436
C -1.28033 -0.17899 0.08630
H -1.11575 0.73777 -0.32166
H -2.25986 -0.35339 0.00027
```

=====

Q.
# CH2N4S

A 2-piece molecular cluster, CH2N4S overall (wB97M-V/def2-TZVPD, the OMol25 dataset).

Calculated values
- HOMO (hartree) = -0.2804

```
8
CH2N4S wB97M-V/def2-TZVPD
S 0.93775 2.26722 1.61382
N 0.33879 1.03293 0.97271
N 1.64424 0.05708 -1.18761
N 1.03509 -0.72571 -1.65661
N -0.99887 -0.87634 0.17851
C -0.50450 0.23674 0.71750
H -0.47170 -1.10301 -0.75383
H -1.98081 -0.88892 0.11551
```

=====

Tell me which of them is the least stable. Sure, it is P.

=====

P.
# C48H62BIN7O4PRb

C48H62BIN7O4PRb as an isolated structure (wB97M-V/def2-TZVPD, the OMol25 dataset).

Calculated values
- HOMO (hartree) = -0.2053
- total charge = -1

```
125
C48H62BIN7O4PRb wB97M-V/def2-TZVPD
I -3.36440 -4.32708 -3.01244
Rb -0.14399 0.14246 0.13762
P -0.41603 -2.60605 2.10439
O -0.35480 -2.63737 -2.32747
O -3.57887 -0.79485 -0.01931
O -1.66565 -1.96854 0.03438
O -2.39393 1.40432 -1.13370
N 0.31866 2.11864 2.26903
N 1.82558 1.89257 -1.21087
N 2.87710 0.16168 0.87629
N 2.01853 2.91138 -0.32972
N 3.33999 1.38887 1.26538
N -3.69488 -1.45387 -3.53309
N 1.44426 2.88725 2.20481
C -2.19118 -2.75496 2.65130
C -3.19433 -2.28274 1.78876
C 1.48277 1.60385 -3.65020
C -1.71705 1.99552 3.73600
C -0.37344 2.55421 3.31542
C -2.58499 -3.30700 3.87114
C 0.64947 -3.72833 4.62252
C 5.46630 2.45596 2.15334
C -4.91045 -2.95190 3.33641
C 1.97459 4.10423 -0.97371
C 1.78632 -1.27334 5.25734
C -2.79143 3.06515 3.48753
C 1.45505 3.80157 3.20406
C 3.98953 -2.99388 1.89097
C -2.08347 0.73848 2.95370
C 1.74745 3.85174 -2.30910
C 1.07811 -1.43533 4.06978
C 5.03201 -0.00009 1.51272
C -3.43739 -0.26364 -4.09612
C 3.83806 -2.13559 0.62379
C -1.67201 1.64895 5.22835
C 2.77620 1.68493 -4.47477
C 0.26612 -6.86978 0.35526
C -1.13730 -4.93265 0.66461
C 1.20322 0.14411 -3.28906
C 1.35945 -3.57406 5.80620
C -4.53757 -2.37264 2.13510
C -2.51092 -0.09404 -5.10999
C -2.81254 -1.62523 0.48479
C 2.53034 -2.47803 -0.08722
C -0.91717 -6.18605 0.10487
C 1.65961 2.44092 -2.40260
C 0.31332 2.15313 -4.47965
C 1.23528 -6.27937 1.15566
C 1.02032 -5.01873 1.70144
C 2.14667 5.41804 -0.28098
C 5.00381 -2.44098 -0.32591
C 1.92281 -2.34289 6.13040
C -0.17468 -4.33108 1.48062
C 4.64015 1.30911 1.65280
C -3.92840 -3.41302 4.20645
C 3.89356 -0.67506 1.01192
C -2.07194 -2.44120 -4.99089
C -3.02219 -2.49003 -3.97627
C 2.54021 4.80757 3.44505
C 0.47975 -2.65675 3.73919
C 0.30725 3.62028 3.94259
C -1.82072 -1.20854 -5.56379
B 2.55175 2.71550 1.12511
H 4.93249 -2.76892 2.39767
H 1.80017 -4.56079 2.29741
H 2.39955 -1.85843 -0.98107
H 0.23895 -4.70195 4.37377
H 0.43565 -7.85093 -0.07525
H 1.67835 -2.30216 0.56925
H 3.61662 1.27617 -3.90525
H -1.94109 0.56659 -1.25485
H 3.98256 -4.06142 1.63577
H -0.59799 2.19214 -3.87355
H 3.15293 5.52058 0.13381
H -1.53277 -3.32812 -5.29095
H 0.21461 0.02736 -2.83689
H -2.85033 3.29845 2.42059
H 6.46524 2.08948 2.38924
H 1.22516 -0.48222 -4.18602
H -4.20868 -3.85704 5.15595
H 0.12898 1.50928 -5.34832
H 4.96678 -3.49134 -0.63800
H 0.52565 3.16452 -4.84170
H 0.00695 4.19009 4.80955
H -1.84377 -3.65096 4.57820
H 4.94761 -1.81036 -1.21882
H 6.00925 -0.40549 1.73542
H 3.49977 4.33021 3.64837
H -0.88713 0.91116 5.42487
H -1.67520 -6.62505 -0.53566
H -1.46853 2.53508 5.83775
H -2.12989 0.95344 1.88603
H 3.01028 2.72217 -4.73007
H 1.98144 6.22626 -0.99233
H 3.17424 -2.79168 2.59322
H -2.55911 3.98892 4.02659
H -1.07583 -1.11579 -6.34767
H -3.98995 0.57930 -3.69935
H 2.67335 1.11238 -5.40481
H 5.04165 2.89383 3.05848
H 2.24100 -0.31612 5.48522
H -2.32601 0.88808 -5.52768
H 2.16477 -6.80053 1.35463
H 2.52952 -3.53309 -0.37818
H -2.63117 1.22477 5.54702
H 2.47785 -2.22675 7.05445
H 2.68196 5.47155 2.59026
H -3.23854 1.06495 -0.80203
H -5.27253 -1.97837 1.44250
H 3.33749 3.60488 1.32767
H 5.96881 -2.26192 0.15665
H 0.20242 -3.36085 -2.01633
H -2.06206 -4.41068 0.45146
H 1.00907 -0.60062 3.37424
H 1.64173 4.58697 -3.09644
H -0.89291 -2.41650 -1.53959
H 1.47918 -4.41680 6.47809
H -3.06457 0.37165 3.26897
H -1.34883 -0.05373 3.12799
H 2.26910 5.41175 4.31033
H 1.43660 5.53018 0.54338
H 5.55568 3.25238 1.41204
H 1.94543 -0.22819 -2.57877
H -5.95857 -3.03478 3.60167
H -3.77277 2.70486 3.81859
```

=====

Q.
# C48H62BIN7O4PRb

C48H62BIN7O4PRb as an isolated structure (wB97M-V/def2-TZVPD, the OMol25 dataset).

Calculated values
- HOMO (hartree) = -0.2033
- total charge = -1

```
125
C48H62BIN7O4PRb wB97M-V/def2-TZVPD
I -0.67095 4.90703 1.49821
Rb -0.13002 -0.73902 0.24534
P 3.03208 -0.56130 -1.55911
O 1.64708 -2.83179 2.28862
O -2.24670 -1.18734 -2.57345
O 2.23671 -4.70160 -0.66647
O 2.23609 -2.47392 -0.34656
N -2.84320 -1.88526 0.39676
N -3.47453 0.71960 2.09839
N -2.36435 1.24434 -0.88843
N -2.19846 0.42086 2.46296
N -3.64792 1.21294 -0.42739
N -4.01530 -1.19866 0.46592
N 1.43379 2.93490 1.03291
C 6.72801 -0.21537 0.31671
C 4.05746 2.08491 -2.16860
C -0.96685 3.97843 -2.83973
C 2.62186 2.33588 1.14682
C 5.10039 -0.62392 2.03184
C -4.56185 -3.31320 0.16485
C 3.03607 0.87719 -3.95642
C 2.54918 -3.54999 -0.97001
C 3.63551 3.18583 -4.27242
C -2.74982 -5.60865 -0.02264
C 3.52292 0.88682 -2.64202
C -1.18636 -3.99431 -1.08613
C -2.09498 -4.23766 0.12872
C 3.66000 2.85464 1.90110
C -5.52933 1.86524 3.03417
C -6.50370 -1.62125 0.35132
C -3.22785 1.51274 4.13910
C 4.57706 -1.78450 -3.65683
C 4.10462 3.22426 -2.96846
C 6.41765 -0.39203 1.66021
C 3.72501 -1.96585 -2.56494
C -3.61749 2.71207 -2.04224
C -0.41643 -0.79495 4.54759
C -4.11359 1.38170 3.09226
C -0.75302 0.69873 4.45302
C 4.09935 -0.67257 1.06742
C 4.39221 -0.48261 -0.28412
C 4.77460 -4.16565 -3.96757
C -5.88330 2.29601 -0.88430
C 3.93498 -4.36449 -2.88299
C -5.06657 -2.04031 0.32850
C -1.09898 2.45875 -2.67689
C -2.04642 0.88909 3.69316
C 3.44864 4.06060 2.55243
C -1.24714 -4.22746 1.40797
C 5.09800 -2.86953 -4.34780
C 0.16009 1.94014 -1.98997
C 3.10622 1.99852 -4.76880
C -1.22369 1.81254 -4.06577
C 2.21957 4.69584 2.43918
C -0.88925 1.27447 5.86080
C -4.41846 2.08545 -1.11299
C -2.33882 2.14903 -1.86622
C -3.16179 -3.16437 0.22094
C 5.72451 -0.26470 -0.64236
C 1.25005 4.07199 1.66499
C 3.41962 -3.28258 -2.18112
C 0.37261 1.43316 3.72345
B -4.12773 0.32185 0.75113
H -6.09455 2.67620 0.11597
H 0.49645 1.01912 2.72602
H -0.05901 4.21094 -3.40754
H -0.89783 4.46620 -1.86290
H 0.48383 -0.94598 5.15259
H 4.43782 2.14429 -1.15650
H 2.72931 1.40320 0.60942
H 1.03491 2.22004 -2.57690
H 7.20020 -0.36318 2.40973
H -0.39568 -4.90552 1.31002
H -2.66546 -1.82724 -1.98379
H -5.13758 -4.21690 0.02935
H -1.82257 4.40114 -3.37465
H 0.25715 2.36216 -0.98810
H 0.13905 0.85197 -1.91467
H -3.40616 -5.82961 0.82428
H -6.23432 1.05329 2.84656
H 2.72434 1.95603 -5.78291
H -0.86264 -3.23174 1.61445
H 4.23292 4.50692 3.15280
H 4.84612 -0.77392 3.07496
H -3.93071 3.46223 -2.75427
H 2.01736 5.63297 2.93806
H 4.50749 4.14642 -2.56581
H -1.29633 0.72539 -3.98598
H -0.38572 -4.73642 -1.11959
H 3.67396 4.07149 -4.89531
H -0.34355 2.06000 -4.67070
H 2.57318 -0.02817 -4.34111
H 4.60107 2.32097 1.97216
H 5.76155 -2.69781 -5.18802
H 1.75733 -2.95541 1.31871
H -6.45048 1.37120 -1.00652
H -3.33949 -5.66897 -0.94253
H -7.12756 -2.49710 0.17240
H -5.29940 0.54944 0.86606
H -1.97386 -6.37806 -0.06463
H -6.72320 -0.88110 -0.42050
H 7.75562 -0.04544 0.01495
H -1.12368 2.34208 5.83036
H 3.65756 -5.35633 -2.54784
H -0.23542 -1.22650 3.56188
H -5.78002 2.32591 3.98962
H -6.78728 -1.18676 1.31243
H 5.17934 -5.01073 -4.51133
H -3.42739 1.98703 5.08796
H 3.08209 -0.88534 1.37301
H 5.98209 -0.13329 -1.68748
H 4.84090 -0.78645 -3.98226
H -2.11553 2.17495 -4.58550
H -1.24180 -1.34558 5.00680
H 1.32249 1.32999 4.26059
H -6.24977 3.02108 -1.61093
H -5.67316 2.61199 2.25057
H 0.13309 2.49478 3.62842
H -1.67722 0.76454 6.42328
H 2.41833 -3.26598 2.66381
H -1.76148 -4.04576 -2.01506
H -0.72295 -3.01193 -1.03624
H -1.84924 -4.52811 2.27055
H -2.31417 -0.35609 -2.07465
H 0.05259 1.14680 6.40238
```

=====

Tell me which of them is the least stable. Sure, it is P.

=====

P.
# C13H19CoN6O5S

C13H19CoN6O5S as an isolated structure (wB97M-V/def2-TZVPD, the OMol25 dataset).

Calculated values
- HOMO (spin up / spin down) (hartree) = -0.5737 / -0.5719
- total charge = +2
- spin multiplicity = 5

```
45
C13H19CoN6O5S wB97M-V/def2-TZVPD
Co -9.74888 3.34218 10.27950
S -11.91302 4.50463 8.32208
O -9.76043 -0.13487 8.59391
O -7.68463 3.77364 12.95818
O -5.49795 3.83724 12.48531
O -10.22384 1.81510 9.44038
O -11.37816 4.19459 9.74492
N -8.20487 6.66881 11.94769
N -8.72010 4.96880 10.29560
N -12.01007 5.44532 14.84754
N -10.51467 3.00823 12.26019
N -9.95609 7.09212 13.65700
N -8.00810 1.97916 10.81768
C -12.99300 3.04607 8.11404
C -6.05016 -0.02546 10.67133
C -11.44184 4.13817 14.29426
C -7.09409 -0.03212 9.81367
C -9.39035 0.80657 9.23313
C -6.75405 3.31970 12.39971
C -6.83000 2.16010 11.47277
C -11.23791 4.18246 12.75146
C -8.03298 1.00839 9.95033
C -5.88123 1.14434 11.42868
C -8.54708 5.75421 11.16149
C -10.67467 4.02543 7.14030
C -9.15739 6.97210 12.84256
H -12.12639 4.27512 12.18227
H -4.96578 1.24273 11.99988
H -10.50894 3.89078 14.73514
H -10.49449 2.99771 7.28975
H -12.49564 2.15140 8.48906
H -10.98246 2.07485 12.28704
H -12.03153 3.33469 14.70143
H -13.34348 2.98192 7.04080
H -7.28253 -0.80335 9.03608
H -12.07276 5.44521 15.90798
H -13.85942 3.30852 8.72362
H -5.36807 -0.87873 10.57611
H -11.46597 6.25836 14.52232
H -12.97025 5.47293 14.47395
H -5.49923 4.58206 13.07987
H -11.13356 4.00735 6.13636
H -9.67763 4.54656 7.22167
H -10.61888 5.10866 12.54265
H -9.53771 2.88873 12.54632
```

=====

Q.
# C13H19CoN6O5S

C13H19CoN6O5S as an isolated structure (wB97M-V/def2-TZVPD, the OMol25 dataset).

Calculated values
- HOMO (spin up / spin down) (hartree) = -0.5534 / -0.5551
- total charge = +2
- spin multiplicity = 5

```
45
C13H19CoN6O5S wB97M-V/def2-TZVPD
Co -0.24359 -0.05653 0.34034
S 2.92277 0.45361 1.29803
O -2.18100 3.49066 1.24559
O 0.22548 -1.04156 -1.35637
O 1.65636 1.15469 0.91975
O -1.14182 1.52173 1.56597
O -0.42094 -0.92139 -3.52328
N -2.14867 -1.25836 0.34562
N -0.75632 1.35642 -0.99479
N 1.63734 -1.32023 5.83182
N 1.03510 -2.66900 3.90243
N 0.61143 -1.61642 1.76615
N -0.89898 -3.45621 -2.14076
C -1.53992 3.46618 -1.56169
C 0.80932 -2.11565 2.79657
C 4.29858 1.21054 0.35425
C 1.28384 -2.03587 4.97184
C 3.42330 1.16279 2.95836
C -1.15332 3.23694 -2.89924
C -0.50553 1.09184 -2.24605
C -2.20221 -2.73770 -1.78088
C -1.47584 2.44253 0.85198
C -2.27738 -2.64395 -0.25864
C -0.62258 2.03017 -3.26918
C -0.20040 -0.42448 -2.44399
C -1.23928 2.47606 -0.63083
H -2.12274 4.36192 -1.23828
H 4.17634 2.31524 0.37815
H -0.13291 -2.89119 -1.61621
H -3.24905 -3.05709 0.05822
H -0.43296 1.72516 -4.33027
H 3.97927 2.06356 2.86190
H -2.41271 3.41371 2.23735
H -2.23721 -1.80708 -2.30428
H 2.46937 1.25909 3.42729
H -3.00886 -3.33923 -2.18099
H 3.97972 0.36817 3.41724
H -0.64407 -3.35969 -3.10517
H 4.26976 0.85516 -0.69929
H -1.42219 4.05134 -3.59904
H -2.93099 -0.61472 0.13319
H -1.49056 -3.23004 0.29923
H 5.28105 0.87264 0.72668
H -0.94723 -4.44718 -1.85243
H -2.01977 -1.33654 1.34372
```

=====

Tell me which of them is the least stable. Sure, it is P.

=====

P.
# C12H20BrCrN4O9P2

C12H20BrCrN4O9P2 as an isolated structure (wB97M-V/def2-TZVPD, the OMol25 dataset).

Calculated values
- HOMO (spin up / spin down) (hartree) = -0.1058 / -0.2039
- total charge = -1
- spin multiplicity = 5

```
49
C12H20BrCrN4O9P2 wB97M-V/def2-TZVPD
Br -2.66654 -1.89772 3.15737
Cr -0.51023 -0.60009 0.32615
P 1.56273 -0.06651 -2.14923
P -1.31915 1.04229 -2.30809
O -1.90282 -1.68974 -0.62482
O -1.74627 2.32954 -2.94478
O -2.08243 -3.74591 -1.46066
O 0.88663 -1.16380 -1.38319
O 2.29064 1.07071 -1.50563
O -1.00184 1.05144 -0.83275
O 1.74101 -3.67591 1.72227
O 2.56558 -0.78551 -3.20731
O -2.23883 -0.17058 -2.67426
N -0.02903 -2.35512 1.06761
N -1.60995 0.34780 1.90795
N 0.78076 2.10757 -3.49066
N 1.29626 -0.08120 1.35143
C -1.13438 1.63669 1.98256
C -0.82545 -3.45666 0.57289
C 2.06744 -1.32108 1.57144
C 0.29230 0.70957 -3.22382
C -0.39101 1.37473 4.23559
C 0.01857 3.57708 3.05239
C -1.65754 -2.98300 -0.61964
C 0.02451 -0.01044 -4.53098
C -1.62776 -0.30687 3.08904
C 1.21256 -2.58903 1.47931
C -0.51208 2.17115 3.08644
C -1.01573 0.12528 4.23847
H 2.39873 -1.73070 -3.20105
H -0.80769 0.44500 -5.07140
H -0.18317 4.04472 2.09038
H 2.81545 -1.41142 0.78202
H -0.25334 -1.04018 -4.31215
H 2.59425 -1.30683 2.52869
H -1.05684 -0.48448 5.12965
H -1.23167 2.20375 1.06800
H -0.20543 -4.30855 0.28619
H 1.09889 3.58963 3.21247
H -2.18659 -0.89588 -1.96177
H -0.43516 4.18984 3.83351
H 0.91630 -0.02343 -5.16451
H 1.31480 2.17362 -4.35493
H 1.38595 2.34011 -2.68462
H 1.79318 0.56738 0.74061
H 0.11251 1.74266 5.11939
H 1.10556 0.38819 2.23323
H -1.53779 -3.80225 1.33158
H -0.10590 2.67411 -3.49038
```

=====

Q.
# C12H20BrCrN4O9P2

C12H20BrCrN4O9P2 as an isolated structure (wB97M-V/def2-TZVPD, the OMol25 dataset).

Calculated values
- HOMO (spin up / spin down) (hartree) = -0.1032 / -0.2016
- total charge = -1
- spin multiplicity = 5

```
49
C12H20BrCrN4O9P2 wB97M-V/def2-TZVPD
Br -3.24750 2.30925 0.01767
Cr -0.22570 0.44655 -0.63593
P 2.77690 1.41395 0.64977
P 0.26340 1.11205 2.07287
O 2.49580 -2.30805 -1.24233
O 3.20720 2.78605 0.96037
O 4.14230 0.46075 0.53367
O 1.91540 1.13045 -0.54223
O 0.18390 2.47615 1.51067
O 0.66960 -1.39895 -0.40383
O -0.05740 1.14245 3.67377
O 1.14840 1.22475 -4.34433
O -0.62990 0.06355 1.47347
N 0.32360 0.19115 -2.47153
N 2.09640 -0.96345 1.68387
N -2.25690 -0.11705 -0.87203
N -0.36200 2.45835 -1.36953
C 2.02050 0.46545 2.05637
C -3.20760 -3.76115 -0.40713
C -0.29920 2.44205 -2.82803
C -2.36870 -1.48125 -1.00583
C 0.49430 1.20975 -3.30293
C 2.77960 0.74655 3.32887
C -3.12920 0.40945 0.01867
C -3.17760 -2.27155 -0.23403
C -4.02740 -1.66865 0.71847
C -4.00930 -0.27435 0.80387
C 1.49100 -1.62885 -1.37833
C 1.07030 -1.01905 -2.71473
H 2.34770 0.23425 4.18857
H -4.18460 -4.08455 -0.76993
H 1.38670 -1.20545 0.82037
H 0.55790 2.71235 -1.00133
H -1.31550 2.35475 -3.22663
H 0.44640 -1.76155 -3.23793
H 2.74790 1.81735 3.51067
H -2.44450 -4.08695 -1.10863
H -0.14290 2.06315 3.91337
H -3.02740 -4.24635 0.55177
H -1.01420 3.17255 -1.04963
H -4.67670 0.25715 1.46587
H -1.75650 -1.89305 -1.79793
H -4.69530 -2.25045 1.33337
H 3.82470 0.46105 3.20947
H 1.88930 -1.57945 2.47197
H 0.15750 3.35365 -3.23563
H 1.95480 -0.81815 -3.33023
H 4.83670 1.05365 0.25407
H 3.02770 -1.15045 1.28877
```

=====

Tell me which of them is the least stable. Sure, it is Q.